[1]
The following is a quantum chemistry calculation of a 2-piece molecular cluster, C19H24F8N3O2 overall, from OMol25.

The geometry in XYZ format:
```
56
C19H24F8N3O2, DFT ωB97M-V/def2-TZVPD
F 5.14278 -1.00005 2.56260
C 4.77925 -1.71704 1.46677
F 3.51529 -2.16346 1.67388
C 4.80543 -0.84595 0.17178
F 3.56180 -0.53983 -0.25191
F 5.38365 -1.63546 -0.76743
C 5.64012 0.45904 0.24537
F 5.91115 0.79876 -1.02837
F 6.80391 0.13496 0.84826
C 4.97317 1.72058 0.94797
F 4.80731 2.65926 -0.00631
F 5.89319 2.19433 1.82812
C 3.63356 1.54753 1.69540
O 2.55540 1.94532 0.89630
C 1.78976 3.03947 1.34850
C 0.37196 2.87010 0.80211
C -0.01492 1.41926 0.84549
C -0.32051 0.70695 -0.34900
N -0.61014 -0.55952 -0.37840
C -0.59528 -1.21024 0.81887
C -0.85739 -2.59105 0.86693
C -0.84295 -3.24866 2.05873
C -0.57481 -2.55070 3.25416
C -0.31755 -1.21322 3.23314
C -0.31423 -0.51306 2.01511
N -0.03074 0.81807 2.00187
H 5.45327 -2.56212 1.34838
H 3.45590 0.52593 1.99011
H 3.71591 2.14298 2.60487
H 2.22355 3.97808 0.99578
H 1.74992 3.07474 2.43826
H -0.30740 3.41841 1.45301
H 0.30433 3.25764 -0.21094
H -0.31356 1.24427 -1.29125
H -1.04261 -3.11516 -0.05990
H -1.02552 -4.31222 2.09542
H -0.56092 -3.07314 4.19894
H -0.10372 -0.66610 4.13950
C -5.44745 -1.15179 -3.45739
C -5.43250 -0.05638 -2.40486
C -4.31995 0.98342 -2.54769
O -3.09434 0.40301 -2.17444
C -2.26742 -0.10863 -3.23006
N -5.16453 -0.68353 -1.05417
H -4.59347 -1.82284 -3.35855
H -6.35673 -1.75033 -3.38998
H -5.41569 -0.70906 -4.45042
H -6.40795 0.42604 -2.34894
H -4.50694 1.80454 -1.84902
H -4.30266 1.40361 -3.55429
H -2.45102 0.43042 -4.16021
H -2.43617 -1.17512 -3.38330
H -1.23459 0.02894 -2.92441
H -5.69355 -1.54216 -0.90497
H -5.36288 -0.03939 -0.28678
H -4.15051 -0.87940 -1.02263
```

The HOMO energy comes out at -0.417 Ha. The total charge is +1. For the energy, the calculation gives -1851.8184 a.u. The value obtained for the HOMO-LUMO gap is 8.109 eV.



[2]
The following is a quantum chemistry calculation of a 2-piece molecular cluster, C30H23BF8O2S overall, from OMol25.

The geometry in XYZ format:
```
65
C30H23BF8O2S, DFT ωB97M-V/def2-TZVPD
C -5.05822 1.74100 -3.99493
C -3.77704 1.19967 -3.50018
C -3.45227 -0.14176 -3.54944
C -2.14014 -0.42798 -3.10602
C -1.41771 0.72673 -2.79387
B -1.76207 -0.24259 1.96402
C -0.05681 0.82290 -2.34251
C 0.54064 2.07054 -2.05898
C 1.90312 2.21983 -2.17229
C 2.39785 3.63906 -2.06214
F 3.71282 3.78095 -2.36195
F 1.69453 4.46677 -2.90816
F 2.21209 4.13922 -0.79333
C 2.72976 1.12825 -2.44554
C 2.14379 -0.13894 -2.51781
C 3.03215 -1.31569 -2.84977
F 2.57738 -2.47574 -2.27843
F 3.11266 -1.54795 -4.19677
F 4.32083 -1.13115 -2.40206
C 0.77941 -0.31889 -2.33823
O -2.68196 0.75916 1.62754
C -3.91757 0.06566 1.48637
C -3.60833 -1.42070 1.71546
O -2.24953 -1.47239 2.28477
S -2.45054 2.14500 -2.99119
H -5.36131 1.17711 -4.88441
H -5.83896 1.58344 -3.24497
H -4.98177 2.79848 -4.24657
H -4.15127 -0.88365 -3.92082
H -1.71301 -1.42149 -3.04803
H -0.05880 2.95015 -1.83212
H 3.79367 1.26049 -2.60644
H 0.34542 -1.30559 -2.21354
H -4.61879 0.45365 2.23496
H -4.36113 0.21838 0.49119
H -4.28867 -1.87481 2.43373
H -3.63166 -1.97926 0.76621
F -1.24535 0.60480 5.88888
C -0.76820 1.29428 4.79066
C -1.07557 2.64291 4.66643
C -0.66342 3.29428 3.50345
C -0.17468 2.57262 2.39959
C -0.15583 1.16618 2.43673
C -0.33081 0.20603 1.24094
C 0.61036 -0.93117 1.31948
C 1.91849 -1.00813 0.95495
C 2.69925 -2.21884 1.20820
C 2.17156 -3.17241 2.11309
C 2.81896 -4.38248 2.32228
F 2.24181 -5.29118 3.17705
C 4.02937 -4.71299 1.72200
C 4.58629 -3.75383 0.86069
C 3.95381 -2.52913 0.62319
C -0.16216 0.58421 3.74557
H -1.58610 3.16839 5.47680
H -0.78048 4.38023 3.42321
H 0.17447 3.06984 1.49781
H -0.43694 0.61126 0.22634
H 0.13038 -1.80467 1.76252
H 2.41787 -0.15677 0.47494
H 1.28006 -2.96248 2.70369
H 4.49547 -5.67849 1.90485
H 5.52516 -3.99022 0.35523
H 4.42788 -1.80387 -0.03833
H 0.17979 -0.44619 3.89595
```

The structure (SMILES) is Fc1cccc(/C=C/[C@@H](B2OCCO2)c2cccc(F)c2)c1.Cc1ccc(-c2cc(C(F)(F)F)cc(C(F)(F)F)c2)s1. The HOMO energy comes out at -0.307 Ha. For the energy, the calculation gives -2529.4774 a.u. The calculation puts the energy above the lowest of the compared OMol25 structures with the same formula, charge and spin at 0.0 kJ/mol. The value obtained for the HOMO-LUMO gap is 7.859 eV.